No. 1
The following is a DFT calculation (the ωB97M-V functional and the def2-TZVPD basis) of 3 unconnected molecules or ions with the total composition C4H10S2.

```
16
Properties=species:S:1:pos:R:3:nbo_charge:R:1
C -0.954 4.698 -4.910 -0.432
C -2.127 4.400 -4.395 -0.359
S 2.992 -2.217 2.812 -0.120
S 1.671 -2.009 4.330 0.288
C 0.173 -2.499 3.379 -0.532
C 0.098 -1.925 1.976 -0.652
H 4.415 -7.323 2.641 -0.135
H -0.102 4.087 -4.557 0.199
H -0.525 5.666 -5.068 0.194
H -2.257 3.175 -4.076 0.188
H -2.955 5.094 -4.074 0.209
H 0.147 -3.570 3.362 0.235
H -0.634 -2.151 4.054 0.225
H -0.863 -2.199 1.582 0.223
H 0.743 -2.381 1.230 0.237
H 0.178 -0.847 1.714 0.231
```

* E: -954.4524 hartree
* max |F|: 3.89 eV Å⁻¹
* energy relative to the best compared isomer or geometry (same formula, charge and spin): 207.8 kcal/mol
* LUMO energy: -4.2 eV
* orbital gap: 2.70 eV

No. 2
The following is a DFT calculation (the ωB97M-V functional and the def2-TZVPD basis) of a single C4H5NO molecule.

```
11
Properties=species:S:1:pos:R:3:nbo_charge:R:1
C -1.378 0.241 -0.361 -0.733
C -0.411 -0.479 0.551 0.612
O -0.747 -1.007 1.582 -0.505
C 1.051 -0.543 0.083 -0.612
C 1.634 0.799 0.035 0.278
N 2.045 1.879 0.006 -0.304
H -2.283 -0.363 -0.456 0.249
H -0.951 0.430 -1.349 0.222
H -1.666 1.203 0.076 0.258
H 1.085 -0.972 -0.925 0.262
H 1.621 -1.187 0.757 0.273
```

* E: -285.3986 hartree
* max |F|: 1.17 eV Å⁻¹
* energy relative to the best compared isomer or geometry (same formula, charge and spin): 10.1 kcal/mol
* LUMO energy: 0.6 eV
* orbital gap: 11.04 eV

No. 3
The following is a DFT calculation (the ωB97M-V functional and the def2-TZVPD basis) of a molecular structure, C30H34BrClN2O7P2Pt.

```
78
Properties=species:S:1:pos:R:3:mulliken_spin:R:1
Pt 0.503 1.548 0.760 1.599
C -1.713 3.598 2.549 0.017
P 0.022 3.099 2.584 0.294
C 0.971 4.624 2.704 0.011
C 0.291 2.142 4.089 0.022
C 0.478 2.794 5.304 0.003
C 0.735 2.067 6.456 0.003
C 0.808 0.683 6.402 0.002
C 0.613 0.023 5.199 0.007
C 0.356 0.744 4.037 0.038
P 0.062 -0.124 2.480 0.275
C 0.929 -1.705 2.513 0.017
C -1.693 -0.564 2.489 0.023
H -1.940 4.166 3.453 0.011
H -2.359 2.723 2.498 -0.001
H -1.898 4.222 1.674 0.000
H 0.599 5.210 3.545 0.013
H 0.834 5.198 1.788 -0.001
H 2.025 4.391 2.831 -0.002
H 0.450 3.874 5.361 0.000
H 0.893 2.584 7.392 0.000
H 1.025 0.116 7.297 0.000
H 0.686 -1.057 5.174 0.000
H 0.417 -2.386 3.195 0.014
H 1.959 -1.549 2.819 -0.003
H 0.916 -2.134 1.511 0.002
H -1.919 -1.057 3.436 0.008
H -1.910 -1.248 1.666 -0.001
H -2.315 0.321 2.379 -0.003
O 4.740 2.614 -3.613 0.001
C 3.839 2.260 -2.700 0.002
C 3.941 1.113 -1.911 0.004
C 2.962 0.859 -0.986 0.000
N 1.904 1.672 -0.832 0.194
C 1.825 2.770 -1.587 0.007
Br 0.338 3.877 -1.221 0.060
C 2.744 3.112 -2.539 0.009
H 5.491 2.006 -3.630 0.000
H 4.790 0.447 -1.990 0.000
H 3.019 0.016 -0.311 0.005
H 2.653 4.014 -3.126 -0.001
C 1.109 -5.416 -4.177 -0.002
C -0.198 -4.858 -3.686 -0.041
C -1.327 -5.679 -3.618 0.219
C -2.565 -5.211 -3.167 -0.041
C -2.700 -3.902 -2.798 0.148
C -1.576 -3.040 -2.888 0.102
N -1.663 -1.739 -2.493 0.348
C -2.787 -0.921 -2.407 -0.028
C -3.900 -1.132 -3.225 0.135
C -4.999 -0.297 -3.126 -0.046
C -4.995 0.760 -2.228 0.098
C -3.871 1.000 -1.448 -0.024
C -2.755 0.186 -1.532 0.085
C -1.553 0.533 -0.718 -0.015
O -1.654 1.454 0.147 0.155
O -0.450 -0.049 -0.897 0.077
C -0.303 -3.524 -3.315 0.141
C 0.901 -2.630 -3.419 -0.007
H 1.040 -6.490 -4.330 -0.002
H 1.917 -5.227 -3.469 -0.002
H 1.398 -4.961 -5.126 -0.002
H -1.231 -6.718 -3.906 0.003
H -3.403 -5.889 -3.083 0.001
H -3.624 -3.541 -2.376 -0.002
H -0.823 -1.288 -2.121 -0.072
H -3.879 -1.912 -3.970 -0.002
H -5.853 -0.463 -3.769 0.000
H -5.854 1.412 -2.154 0.002
H -3.847 1.838 -0.766 0.006
H 0.693 -1.581 -3.226 -0.003
H 1.324 -2.691 -4.423 0.008
H 1.683 -2.957 -2.730 0.011
O 4.906 1.688 1.808 0.010
Cl 3.571 1.561 2.291 0.011
O 3.035 0.234 1.991 -0.003
O 3.446 1.853 3.687 0.002
O 2.715 2.535 1.529 0.100
```

* E: -5635.2223 hartree
* total charge: +2
* max |F|: 0.51 eV Å⁻¹
* energy relative to the best compared isomer or geometry (same formula, charge and spin): 49.1 kcal/mol
* LUMO energy (spin up / spin down): -4.9 / -8.1 eV
* orbital gap (spin up / spin down): 7.99 / 6.41 eV
* multiplicity: 5

No. 4
The following is a DFT calculation (the ωB97M-V functional and the def2-TZVPD basis) of a single C3H2ClNO2 molecule.

```
9
Properties=species:S:1:pos:R:3:nbo_charge:R:1
C -0.256 0.369 0.582 -0.400
C 1.158 0.296 0.027 0.271
C -0.894 -0.786 -0.365 0.590
N 0.145 -1.267 -1.148 -0.289
O -2.024 -1.113 -0.414 -0.517
O 1.233 -0.578 -0.891 -0.137
Cl -0.982 1.981 0.208 -0.005
H -0.475 0.276 1.578 0.262
H 2.095 0.822 0.422 0.223
```

* E: -780.8024 hartree
* max |F|: 4.08 eV Å⁻¹
* energy relative to the best compared isomer or geometry (same formula, charge and spin): 93.4 kcal/mol
* LUMO energy (spin up / spin down): -1.7 / -1.7 eV
* orbital gap (spin up / spin down): 7.83 / 7.83 eV

No. 5
The following is a DFT calculation (the ωB97M-V functional and the def2-TZVPD basis) of 2 unconnected molecules or ions with the total composition C23H35ClN3O3P2.

```
67
Properties=species:S:1:pos:R:3:nbo_charge:R:1
C -1.007 -0.270 3.491 -0.306
C -1.382 -1.543 3.456 -0.040
C -1.915 -3.061 3.179 -0.474
C -1.185 -3.551 1.824 -0.399
C -2.076 -3.295 0.467 -0.473
C -2.050 -1.703 0.142 0.328
C -0.889 -1.220 -0.836 0.015
C 0.192 -2.182 -1.535 -0.495
C 1.384 -2.688 -0.573 -0.155
C 2.221 -1.503 0.150 -0.667
Cl 2.611 -3.541 -1.704 -0.071
C -0.766 0.339 -1.166 0.002
C 0.374 0.984 -2.096 0.764
O 0.090 1.458 -3.237 -0.478
O 1.735 1.050 -1.585 -0.780
P 1.938 2.418 -0.545 0.968
C 2.145 3.979 -1.600 -0.968
C 3.355 2.196 0.690 -0.962
C -1.858 1.302 -0.517 -0.344
P -1.741 3.151 -0.955 1.242
N -2.973 4.043 -0.427 -1.261
C -2.965 0.679 0.439 0.107
N -3.049 -0.772 0.724 -0.339
C -4.178 -1.209 1.612 -0.253
C -5.583 -0.460 1.321 -0.451
C -6.873 -1.240 1.960 -0.062
O -6.970 -1.081 3.405 -0.722
H -0.357 0.654 3.732 0.288
H -1.538 -3.705 4.055 0.270
H -3.060 -3.137 3.173 0.243
H -0.886 -4.669 1.904 0.248
H -0.250 -2.866 1.694 0.237
H -1.526 -3.907 -0.361 0.263
H -3.134 -3.736 0.531 0.248
H 0.681 -1.675 -2.464 0.270
H -0.367 -3.109 -1.971 0.255
H 1.047 -3.529 0.161 0.228
H 2.849 -2.000 0.992 0.241
H 3.003 -1.144 -0.638 0.251
H 1.581 -0.621 0.512 0.223
H 2.135 4.919 -0.938 0.268
H 1.192 4.052 -2.272 0.249
H 3.045 3.911 -2.320 0.258
H 4.374 1.927 0.232 0.257
H 3.506 3.218 1.234 0.271
H 3.049 1.453 1.528 0.252
H -1.783 3.224 -2.410 0.002
H -0.538 3.737 -0.412 0.014
H -3.610 3.424 0.102 0.344
H -3.700 1.449 0.897 0.276
H -4.395 -2.350 1.502 0.234
H -3.960 -1.060 2.744 0.270
H -5.774 -0.204 0.217 0.239
H -5.533 0.552 1.904 0.207
H -7.835 -0.850 1.424 0.197
H -6.773 -2.368 1.753 0.191
H -7.028 -0.131 3.662 0.477
N 7.718 1.610 -2.109 -0.502
C 6.602 0.958 -1.656 -0.085
C 5.577 1.214 -2.535 -0.327
C 6.095 2.047 -3.557 -0.300
C 7.419 2.272 -3.270 -0.068
H 8.620 1.603 -1.658 0.418
H 6.634 0.371 -0.750 0.210
H 4.565 0.842 -2.451 0.216
H 5.558 2.437 -4.410 0.224
H 8.172 2.846 -3.789 0.218
```

* E: -2429.5867 hartree
* total charge: +1
* max |F|: 6.98 eV Å⁻¹
* LUMO energy: -4.8 eV
* orbital gap: 5.28 eV